## one
C2H4ClOP | ωB97M-V/def2-TZVPD

HOMO level (spin up / spin down): -0.3128 / -0.3455 Ha
molar mass: 110.5 g/mol

The geometry in ORCA input format:
```
! RIJCOSX wB97M-V def2-TZVPD def2/J DEFGRID3
* xyz 0 1
C 0.288 1.159 -0.755
C 0.074 -1.034 1.418
O -0.824 1.350 -0.284
P 0.533 -0.118 -1.937
Cl -1.143 -0.097 1.934
H 1.075 1.645 -0.162
H 0.924 -0.375 1.126
H -0.115 -1.923 0.796
H -0.813 -0.606 -2.136
*
```


## two
C2H4ClOP | ωB97M-V/def2-TZVPD

HOMO level: -0.3454 Ha
molar mass: 110.5 g/mol

The geometry in ORCA input format:
```
! RIJCOSX wB97M-V def2-TZVPD def2/J DEFGRID3
* xyz 0 1
C 0.607 0.601 0.890
C -0.057 0.015 -0.283
O -0.920 -2.233 -1.624
P -0.975 -1.575 -0.326
Cl -1.606 0.667 -0.723
H 1.032 -0.341 1.391
H 1.371 1.446 0.733
H -0.135 1.184 1.435
H 0.683 0.235 -1.493
*
```


## three
C2H4ClOP | ωB97M-V/def2-TZVPD

HOMO level: -0.3315 Ha
molar mass: 110.5 g/mol

The geometry in ORCA input format:
```
! RIJCOSX wB97M-V def2-TZVPD def2/J DEFGRID3
* xyz 0 1
C -1.126 -0.597 -0.017
C -0.153 0.649 -0.059
O 2.469 1.524 0.009
P 1.488 0.460 0.222
Cl 2.339 -1.363 -0.031
H -1.804 -0.211 0.722
H -1.872 -0.585 -0.934
H -0.693 -1.588 0.168
H -0.649 1.712 -0.080
*
```


Most stable structure: three


## one
C2H4ClOP | ωB97M-V/def2-TZVPD

HOMO level (spin up / spin down): -0.3271 / -0.3271 Ha
molar mass: 110.5 g/mol

The geometry in ORCA input format:
```
! RIJCOSX wB97M-V def2-TZVPD def2/J DEFGRID3
* xyz 0 1
C -1.598 -1.185 0.377
C 1.506 0.669 -0.635
O -1.361 -2.253 -0.088
P -0.403 0.102 1.014
Cl 2.878 0.890 0.396
H -2.528 -0.720 0.507
H 1.155 1.618 -1.132
H 1.417 -0.372 -1.086
H -1.066 1.252 0.647
*
```


## two
C2H4ClOP | ωB97M-V/def2-TZVPD

HOMO level: -0.3269 Ha
molar mass: 110.5 g/mol

The geometry in ORCA input format:
```
! RIJCOSX wB97M-V def2-TZVPD def2/J DEFGRID3
* xyz 0 1
C 0.382 1.097 -0.184
C -0.077 -1.399 0.385
O -2.307 0.249 0.243
P -0.938 -0.083 -0.140
Cl 1.459 -1.651 -0.391
H 0.937 1.076 -1.134
H -0.183 1.942 -0.172
H 1.115 1.141 0.560
H -0.390 -2.373 0.832
*
```


## three
C2H4ClOP | ωB97M-V/def2-TZVPD

HOMO level: -0.3249 Ha
molar mass: 110.5 g/mol

The geometry in ORCA input format:
```
! RIJCOSX wB97M-V def2-TZVPD def2/J DEFGRID3
* xyz 0 1
C -0.182 0.265 -0.912
C 0.848 -0.359 0.010
O -1.410 0.114 -0.266
P -1.000 -0.637 1.143
Cl -0.801 0.888 2.454
H 0.076 1.304 -0.954
H -0.197 -0.377 -1.918
H 1.226 -1.369 -0.219
H 1.440 0.171 0.661
*
```


Most stable structure: three


## one
C2H11N4 | ωB97M-V/def2-TZVPD

HOMO level: -0.5036 Ha
molar mass: 91.1 g/mol

The geometry in ORCA input format:
```
! RIJCOSX wB97M-V def2-TZVPD def2/J DEFGRID3
* xyz 1 1
C 1.384 0.388 1.059
C -0.027 0.188 0.519
N -0.858 1.235 0.391
N -1.737 -1.370 -0.121
N -0.450 -1.072 0.325
N 0.867 0.092 -1.684
H 1.184 0.453 2.080
H 1.804 1.434 0.840
H 1.924 -0.424 0.866
H -0.638 2.089 0.798
H -1.846 0.921 0.435
H -2.218 -0.796 -0.774
H -2.227 -1.640 0.670
H -0.033 -1.939 0.621
H 0.911 1.040 -1.978
H 1.818 -0.252 -1.790
H 0.143 -0.347 -2.258
*
```


## two
C2H11N4 | ωB97M-V/def2-TZVPD

HOMO level: -0.5270 Ha
molar mass: 91.1 g/mol

The geometry in ORCA input format:
```
! RIJCOSX wB97M-V def2-TZVPD def2/J DEFGRID3
* xyz 1 1
C -1.162 1.004 0.023
C -0.679 -0.319 -2.239
N 1.255 0.026 2.594
N 1.084 -1.471 -1.194
N 0.002 0.184 -0.077
N 0.181 -0.629 -1.067
H -2.051 0.549 0.476
H -0.880 1.858 0.672
H -1.561 1.287 -0.831
H -0.874 0.681 -2.381
H -0.082 -0.681 -3.043
H -1.681 -0.902 -2.066
H 1.862 0.796 2.798
H 0.572 -0.221 3.316
H 1.675 -1.477 -0.379
H 1.775 -0.814 2.397
H 0.563 0.129 0.999
*
```


Most stable structure: one


## one
C2H3IO2 | ωB97M-V/def2-TZVPD

HOMO level: -0.3756 Ha
molar mass: 185.9 g/mol
SMILES string: O=COCI

The geometry in ORCA input format:
```
! RIJCOSX wB97M-V def2-TZVPD def2/J DEFGRID3
* xyz 0 1
C 1.047 0.195 1.967
C -0.141 0.626 -0.424
O 0.479 -0.147 0.741
O 1.516 -0.473 2.853
I 0.844 -0.011 -2.199
H 0.874 1.208 2.024
H -1.238 0.342 -0.234
H 0.082 1.667 -0.043
*
```


## two
C2H3IO2 | ωB97M-V/def2-TZVPD

HOMO level: -0.3456 Ha
molar mass: 185.9 g/mol
SMILES string: O=COCI

The geometry in ORCA input format:
```
! RIJCOSX wB97M-V def2-TZVPD def2/J DEFGRID3
* xyz 0 1
C -0.406 -0.569 -1.340
C 0.612 0.526 0.522
O -1.030 0.388 -1.617
O 0.276 -0.696 0.046
I 2.442 1.234 -0.549
H -0.168 -1.561 -1.771
H -0.124 1.354 0.117
H 0.791 0.514 1.602
*
```


Most stable structure: two